Entry 1:
Below is C16H17N4OSSeTi as an isolated structure, with properties calculated with wB97M-V/def2-TZVPD.

Calculated values
expectation value of S²: 0.77
LUMO level (alpha / beta): 0.275 / -1.126 eV
energy: -4563.2660 a.u.
HOMO level (alpha / beta): -0.2683 / -0.2721 Ha

```
! wB97M-V def2-TZVPD RIJCOSX def2/J DEFGRID3
* xyz 0 2
Ti -0.93 0.26 -0.11
O -1.33 -1.65 0.27
N -0.59 -2.69 -0.11
C -0.81 -3.87 0.51
C -0.12 -4.98 0.16
C 0.85 -4.88 -0.85
C 1.06 -3.68 -1.46
C 0.34 -2.53 -1.09
S 0.54 -0.98 -1.80
H -1.57 -3.83 1.28
H -0.32 -5.91 0.68
H 1.42 -5.75 -1.15
H 1.80 -3.56 -2.25
C -2.51 0.63 -3.32
N -1.62 1.71 -2.93
C -1.50 2.89 -3.64
C -0.71 3.70 -2.92
N -0.37 3.00 -1.77
C 0.36 3.58 -0.66
C -0.92 1.76 -1.77
Se -2.92 1.30 0.78
H -2.51 0.54 -4.40
H -3.53 0.83 -2.97
H -2.16 -0.30 -2.89
H -1.97 3.04 -4.60
H -0.36 4.69 -3.11
H 1.12 4.26 -1.05
H 0.82 2.78 -0.09
H -0.31 4.13 -0.01
N 0.15 0.82 1.08
C 0.86 0.65 2.25
C 2.24 0.91 2.34
C 2.94 0.72 3.52
C 2.28 0.27 4.66
C 0.92 0.01 4.59
C 0.23 0.19 3.41
H 2.74 1.25 1.44
H 4.00 0.93 3.56
H 2.83 0.12 5.59
H 0.40 -0.35 5.48
H -0.84 0.00 3.35
*
```

Entry 2:
Below is one molecule with the formula C16H17N5OS3 at a distorted geometry, with properties calculated with wB97M-V/def2-TZVPD.

Calculated values
LUMO level: 0.515 eV
structure (SMILES): CCSc1nnc(NC(=O)CSc2nccn2-c2cccc(C)c2)s1
energy: -2163.4947 a.u.
HOMO level: -0.2950 Ha

```
! wB97M-V def2-TZVPD RIJCOSX def2/J DEFGRID3
* xyz 0 1
C 6.91 1.16 1.98
C 7.25 0.93 0.52
S 5.94 1.53 -0.60
C 4.76 0.30 -0.36
N 4.89 -0.72 0.41
N 3.85 -1.53 0.42
C 2.89 -1.17 -0.35
N 1.70 -1.80 -0.56
C 1.24 -2.88 0.14
O 1.81 -3.44 1.04
C -0.13 -3.32 -0.38
S -1.49 -2.23 0.17
C -1.40 -0.96 -1.04
N -0.41 -0.80 -1.88
C -0.71 0.32 -2.60
C -1.89 0.83 -2.17
N -2.34 0.01 -1.17
C -3.53 0.18 -0.43
C -4.38 -0.89 -0.20
C -5.54 -0.67 0.51
C -5.86 0.59 0.99
C -5.01 1.67 0.75
C -5.36 3.03 1.27
C -3.84 1.45 0.04
S 3.22 0.35 -1.22
H 6.72 2.22 2.16
H 6.03 0.58 2.25
H 7.74 0.85 2.60
H 7.38 -0.13 0.31
H 8.14 1.48 0.22
H 1.04 -1.37 -1.24
H -0.16 -3.36 -1.46
H -0.37 -4.29 0.05
H -0.04 0.66 -3.37
H -2.45 1.68 -2.50
H -4.14 -1.86 -0.58
H -6.21 -1.50 0.70
H -6.77 0.74 1.54
H -6.36 3.31 0.95
H -4.65 3.77 0.92
H -5.35 3.02 2.36
H -3.16 2.27 -0.15
*
```

Entry 3:
Below is a 2-piece molecular cluster, C16H17NO overall at a distorted geometry, with properties calculated with wB97M-V/def2-TZVPD.

Calculated values
LUMO level: 0.771 eV
structure (SMILES): Cc1c[nH]c2ccccc12.Cc1ccc(O)cc1
energy: -749.8376 a.u.
HOMO level: -0.2784 Ha
energy relative to the best compared isomer or geometry (same formula, charge and spin): 164.7 kJ/mol

```
! wB97M-V def2-TZVPD RIJCOSX def2/J DEFGRID3
* xyz 0 1
C 3.10 0.39 -1.57
C 1.90 -0.46 -1.91
C 1.79 -1.63 -2.58
N 0.48 -1.96 -2.86
C -0.32 -0.90 -2.42
C -1.62 -0.57 -2.70
C -2.06 0.69 -2.28
C -1.31 1.53 -1.45
C 0.02 1.15 -1.18
C 0.57 0.08 -1.85
H 2.78 1.40 -1.34
H 3.85 0.54 -2.36
H 3.66 -0.13 -0.79
H 2.57 -2.35 -2.79
H 0.18 -2.87 -3.10
H -2.11 -0.98 -3.58
H -3.08 0.99 -2.46
H -1.65 2.53 -1.21
H 0.67 1.76 -0.57
C -2.35 -1.39 3.79
C -1.36 -0.55 3.06
C -0.44 -1.12 2.16
C 0.48 -0.36 1.50
C 0.63 1.03 1.89
O 1.72 1.64 1.43
C -0.26 1.54 2.82
C -1.37 0.84 3.27
H -2.35 -2.43 3.44
H -3.38 -1.10 3.50
H -2.29 -1.42 4.87
H -0.65 -2.18 2.03
H 1.03 -0.67 0.63
H 1.79 2.59 1.45
H 0.08 2.46 3.29
H -2.20 1.22 3.85
*
```